[1]
Computed, not measured: a structure of composition C22H32F3MnNO8 in a non-equilibrium geometry, with ωB97M-V/def2-TZVPD.

```
67
Properties=species:S:1:pos:R:3:mulliken_spin:R:1
Mn -0.345 -0.165 0.441 4.668
C -1.669 0.130 -2.521 -0.002
O -0.923 1.345 -2.425 0.018
O -1.418 -0.546 -1.327 0.043
C -3.144 0.394 -2.968 -0.001
F -3.476 1.184 -4.011 0.000
F -3.713 -0.772 -3.273 0.000
F -3.888 0.822 -1.954 0.000
C -0.252 1.898 -3.556 0.000
C 0.477 3.243 -3.248 0.000
H 1.173 3.186 -2.412 0.000
H 1.001 3.739 -4.065 0.000
H -0.172 4.050 -2.906 0.000
H -0.971 2.155 -4.334 0.000
H 0.457 1.164 -3.938 0.002
H -1.254 -0.457 -3.341 -0.002
C -3.913 0.114 3.243 0.133
C -2.582 -0.153 3.102 -0.045
C -1.743 -0.417 4.333 -0.024
O -0.475 -0.828 4.250 0.368
C -2.307 -0.414 5.588 0.370
C -3.744 -0.268 5.759 0.064
C -4.540 0.135 4.504 -0.023
O -5.731 0.402 4.604 -0.015
O -4.395 -0.403 6.805 0.169
O -2.156 -0.286 1.903 0.060
H -4.536 0.214 2.367 0.006
H -1.678 -0.804 6.375 0.000
C 0.258 -3.053 1.363 0.061
C 1.563 -2.712 0.486 -0.008
C 1.408 -3.458 -0.907 -0.004
C 2.411 -3.008 -1.982 0.003
C 2.406 -1.460 -2.108 -0.015
C 2.638 -0.711 -0.774 -0.006
N 1.671 -1.239 0.230 -0.018
O 1.566 -0.425 1.454 0.089
C 2.344 0.749 -1.197 0.070
C 4.112 -0.783 -0.312 0.007
C 2.722 -3.301 1.291 0.006
H 0.125 -4.134 1.321 0.001
H -0.599 -2.586 0.877 -0.025
H 0.223 -2.824 2.428 0.002
H 0.412 -3.282 -1.314 -0.002
H 1.640 -4.520 -0.823 0.001
H 2.176 -3.400 -2.971 0.000
H 3.428 -3.333 -1.759 0.000
H 1.393 -1.257 -2.457 -0.001
H 3.104 -1.272 -2.924 0.000
H 2.316 1.329 -0.274 -0.002
H 1.382 0.873 -1.694 0.001
H 3.096 0.948 -1.961 0.000
H 4.415 -0.394 0.660 -0.001
H 4.824 -0.431 -1.058 0.000
H 4.429 -1.814 -0.156 0.000
H 2.516 -4.210 1.856 0.000
H 3.033 -2.585 2.052 0.001
H 3.618 -3.480 0.697 0.000
C -2.161 3.406 0.178 0.003
C -0.644 3.157 0.518 0.017
O -0.273 1.995 0.760 0.030
C 0.306 4.293 0.400 0.002
H -2.171 4.022 -0.720 0.001
H -2.669 3.949 0.976 0.001
H -2.721 2.532 -0.156 -0.002
H 0.279 4.912 1.297 0.001
H 0.038 4.918 -0.452 0.000
H 1.304 3.927 0.159 0.000
```

E_HOMO (alpha / beta) = -4.20 / -4.84 eV
E_LUMO (alpha / beta) = 2.18 / 0.24 eV
gap between HOMO and LUMO (alpha / beta) = 0.23461 / 0.18664 Ha
total charge = -1
multiplicity = 7

[2]
Computed, not measured: an isolated molecule of C3H4N2S in a non-equilibrium geometry, with ωB97M-V/def2-TZVPD.

```
10
Properties=species:S:1:pos:R:3:nbo_charge:R:1
H 0.335 -2.253 -0.119 0.355
N -0.569 -1.757 -0.244 -0.980
S -0.069 -0.270 -0.463 1.226
C -1.591 0.593 0.021 -0.749
C 1.191 0.673 0.065 -0.478
C 2.479 0.312 0.088 0.113
N 3.652 0.392 0.100 -0.244
H -2.302 0.730 -0.750 0.248
H -1.133 1.529 0.468 0.262
H -1.992 0.051 0.834 0.248
```

E_HOMO (alpha / beta) = -9.05 / -9.20 eV
E_LUMO (alpha / beta) = -2.01 / -1.81 eV
gap between HOMO and LUMO (alpha / beta) = 0.25848 / 0.27154 Ha
total charge = 0
multiplicity = 1
SMILES = [H]/N=S(/C)#CC#N

[3]
Computed, not measured: the ion C3H7Cl2N2 with charge +1, with ωB97M-V/def2-TZVPD.

```
14
Properties=species:S:1:pos:R:3:nbo_charge:R:1
N 0.058 -0.112 -1.095 -0.664
C -0.216 -0.550 0.302 -0.108
C 0.457 0.240 1.430 -0.241
N -0.847 0.342 2.101 -0.391
Cl -1.281 1.893 2.760 0.151
C -1.552 -0.078 0.899 -0.071
Cl -2.754 -1.360 1.165 0.023
H -0.606 -0.565 -1.739 0.458
H 1.016 -0.366 -1.375 0.457
H -0.049 0.910 -1.177 0.450
H -0.086 -1.630 0.377 0.260
H 1.189 -0.288 2.040 0.246
H 0.863 1.205 1.115 0.208
H -2.045 0.733 0.353 0.222
```

E_HOMO = -13.60 eV
E_LUMO = -4.18 eV
gap between HOMO and LUMO = 0.34618 Ha
total charge = +1
multiplicity = 1
SMILES = [NH3+][C@H]1CN(Cl)[C@@H]1Cl

[4]
Computed, not measured: a structure of composition C35H37N3OPdSiTe, with ωB97M-V/def2-TZVPD.

```
79
Properties=species:S:1:pos:R:3:mulliken_spin:R:1
Pd 0.072 0.266 0.106 1.818
C 4.902 -2.650 0.939 0.006
Si 4.500 -1.924 -0.738 0.000
C 4.317 -3.240 -2.053 0.006
C 5.713 -0.588 -1.231 0.006
C 2.825 -1.095 -0.557 0.648
C 1.732 -0.545 -0.495 -0.530
H 5.904 -3.084 0.935 0.001
H 4.202 -3.444 1.199 -0.001
H 4.872 -1.895 1.725 0.000
H 5.251 -3.797 -2.152 0.000
H 4.083 -2.814 -3.029 0.000
H 3.534 -3.954 -1.799 0.000
H 6.707 -1.020 -1.361 0.000
H 5.786 0.190 -0.471 0.000
H 5.430 -0.119 -2.174 0.000
C -1.886 3.650 5.475 0.001
N -1.510 2.961 4.253 0.001
C -0.182 2.473 3.926 0.013
C -0.451 1.875 2.562 -0.048
O 0.447 1.327 1.887 0.159
N -1.719 2.020 2.202 0.004
C -2.316 2.671 3.234 0.007
N -3.604 2.976 3.207 0.000
H -1.009 3.726 6.112 0.000
H -2.652 3.093 6.016 0.000
H -2.238 4.661 5.262 0.000
H 0.170 1.714 4.627 -0.002
H 0.554 3.277 3.865 0.000
H -4.140 2.744 2.389 0.000
H -4.048 3.491 3.948 0.000
Te -0.963 2.282 -1.385 0.497
C 0.640 3.627 -1.258 0.032
C 0.369 4.961 -1.543 -0.019
C 1.408 5.880 -1.514 -0.001
C 2.694 5.464 -1.198 0.002
C 2.950 4.132 -0.908 0.006
C 1.922 3.200 -0.935 -0.004
C -0.611 1.452 -3.279 0.012
C -1.607 1.598 -4.241 -0.016
C -1.402 1.077 -5.511 -0.005
C -0.218 0.419 -5.808 0.014
C 0.768 0.274 -4.840 -0.001
C 0.579 0.790 -3.568 -0.002
H -0.632 5.290 -1.794 -0.008
H 1.211 6.919 -1.742 0.000
H 3.502 6.183 -1.180 0.000
H 3.953 3.812 -0.663 0.000
H 2.132 2.159 -0.712 -0.018
H -2.529 2.120 -4.017 -0.002
H -2.165 1.194 -6.269 0.000
H -0.060 0.018 -6.799 0.000
H 1.688 -0.242 -5.077 -0.001
H 1.349 0.669 -2.816 0.006
C -3.966 -5.180 -1.680 0.151
C -3.028 -5.151 -0.647 -0.037
C -2.454 -3.960 -0.270 0.101
C -2.822 -2.757 -0.917 0.122
C -3.741 -2.820 -1.993 0.081
C -4.318 -4.012 -2.358 -0.026
C -2.284 -1.479 -0.583 -0.002
C -1.501 -1.139 0.500 0.574
C -1.454 -1.768 1.776 0.083
C -2.653 -2.217 2.380 0.143
C -2.629 -2.787 3.635 -0.051
C -1.417 -2.945 4.303 0.135
C -0.228 -2.507 3.726 -0.046
C -0.242 -1.893 2.491 0.106
H -4.409 -6.122 -1.972 0.004
H -2.741 -6.071 -0.159 0.000
H -1.694 -3.948 0.498 0.011
H -3.996 -1.905 -2.512 0.002
H -5.033 -4.052 -3.166 0.001
H -2.471 -0.701 -1.322 0.044
H -3.589 -2.096 1.852 0.007
H -3.549 -3.119 4.095 0.000
H -1.400 -3.409 5.280 0.005
H 0.709 -2.641 4.248 0.000
H 0.685 -1.549 2.044 0.009
```

E_HOMO (alpha / beta) = -13.04 / -13.84 eV
E_LUMO (alpha / beta) = -5.55 / -8.34 eV
gap between HOMO and LUMO (alpha / beta) = 0.27516 / 0.20224 Ha
total charge = +2
multiplicity = 5

[5]
Computed, not measured: a structure of composition C29H42N2NaO10P2 in a non-equilibrium geometry, with ωB97M-V/def2-TZVPD.

```
86
Properties=species:S:1:pos:R:3:lowdin_charge:R:1
Na 0.809 -0.468 -1.412 0.226
C 4.339 -1.750 -1.982 0.007
C 4.135 -0.278 -1.931 -0.350
N 2.981 0.329 -2.065 0.164
C 3.230 1.681 -1.945 -0.111
C 4.587 1.873 -1.739 -0.093
N 5.130 0.612 -1.736 0.162
C 5.539 3.002 -1.524 -0.514
O 5.074 4.219 -1.535 0.102
O 6.715 2.741 -1.333 0.055
C 2.100 2.690 -1.923 -0.608
O 2.427 3.913 -1.854 -0.042
O 0.942 2.257 -1.909 -0.006
H 3.363 -2.237 -1.987 0.053
H 4.899 -2.097 -1.112 0.082
H 4.887 -2.040 -2.881 0.080
H 6.112 0.441 -1.599 0.159
H 4.039 4.212 -1.704 0.102
C -2.581 -2.354 -0.378 -0.020
C -3.464 -1.177 -0.727 -0.423
C -4.864 -1.274 -0.159 -0.043
O -2.872 0.040 -0.166 -0.206
P -1.893 0.896 -1.086 0.499
O -1.104 0.097 -2.026 -0.235
C -1.033 1.877 0.162 -0.206
P 0.166 1.020 1.214 0.493
O 1.255 0.379 0.473 -0.239
O -0.679 -0.029 2.042 -0.170
C -1.396 0.243 3.266 -0.442
C -2.678 -0.561 3.208 -0.036
C -0.511 -0.139 4.435 -0.035
O 0.586 2.061 2.328 -0.184
C 1.628 3.091 2.252 -0.393
C 1.125 4.283 1.462 -0.036
C 2.935 2.546 1.713 -0.035
O -2.819 1.915 -1.882 -0.158
C -3.788 2.761 -1.231 -0.462
C -5.093 2.599 -1.985 -0.040
C -3.274 4.187 -1.250 -0.035
H -3.022 -3.275 -0.766 0.095
H -2.482 -2.449 0.705 0.081
H -1.587 -2.254 -0.813 0.061
H -3.506 -1.054 -1.813 0.140
H -4.831 -1.441 0.919 0.075
H -5.389 -2.114 -0.616 0.085
H -5.432 -0.364 -0.354 0.068
H -1.790 2.318 0.818 0.084
H -0.484 2.640 -0.396 0.057
H -1.623 1.313 3.303 0.135
H -2.448 -1.626 3.156 0.089
H -3.259 -0.288 2.329 0.061
H -3.274 -0.376 4.104 0.084
H -0.227 -1.188 4.348 0.083
H -1.049 0.000 5.374 0.083
H 0.392 0.469 4.452 0.076
H 1.752 3.360 3.304 0.137
H 1.083 4.057 0.395 0.067
H 1.817 5.116 1.582 0.091
H 0.139 4.595 1.812 0.082
H 2.875 2.337 0.650 0.061
H 3.229 1.633 2.227 0.091
H 3.709 3.302 1.861 0.095
H -3.923 2.413 -0.201 0.129
H -4.963 2.909 -3.022 0.089
H -5.873 3.213 -1.532 0.083
H -5.416 1.558 -1.975 0.071
H -3.083 4.495 -2.278 0.094
H -2.343 4.284 -0.694 0.071
H -4.012 4.862 -0.812 0.084
C 0.735 -5.397 1.988 -0.122
C 0.800 -3.987 2.059 -0.112
C 0.868 -3.248 0.910 -0.055
C 0.873 -3.844 -0.382 -0.222
C 0.917 -3.002 -1.552 -0.084
C 0.913 -3.714 -2.740 -0.176
C 0.871 -5.129 -2.827 -0.126
C 0.821 -5.898 -1.699 -0.088
C 0.815 -5.265 -0.433 -0.196
C 0.747 -6.014 0.770 -0.070
H 0.681 -5.985 2.898 0.085
H 0.802 -3.494 3.026 0.081
H 0.927 -2.166 0.960 0.081
H 0.937 -3.177 -3.689 0.067
H 0.874 -5.608 -3.803 0.083
H 0.780 -6.982 -1.754 0.091
H 0.701 -7.098 0.705 0.097
```

E_HOMO = -3.96 eV
E_LUMO = 2.04 eV
gap between HOMO and LUMO = 0.22041 Ha
total charge = -1
multiplicity = 1